17
Properties=species:S:1:pos:R:3 method="wB97M-V/def2-TZVPD" charge=+1 total_energy_ha=-380.3363
O -2.9755 -1.7777 0.2880
N 2.2271 -1.2045 -0.1427
N 0.1855 -0.4565 1.3925
C -2.2839 -0.9721 -0.1424
C -1.4376 1.4741 -0.2814
C 0.0944 -0.5993 0.0240
C -1.2542 -0.0514 -0.5308
C 1.0641 -1.2118 -0.7332
H 3.0899 -1.3648 -0.6359
H -0.4071 0.3689 1.6827
H -0.4531 1.7490 -0.7052
H 2.3773 -0.7995 0.7436
H -2.1449 1.9561 -0.9014
H 0.9381 -1.4341 -1.7855
H 0.2739 -1.1750 2.0873
H -1.2815 -0.2346 -1.7088
H -1.5612 1.8338 0.7152